Record 1
Formula: C4H2O2Pd
Source: OMol25
Level of theory: ωB97M-V with the def2-TZVPD basis set

Geometry (Å):
H: 0.8763 -2.2629 -0.7404
C: 0.5914 -1.3121 -0.2813
C: -0.6451 -0.9515 0.0521
O: 1.7163 -0.5782 -0.0992
O: 1.5453 0.7220 0.4129
Pd: -0.0999 1.4624 0.1966
C: -1.9158 0.9561 -0.4656
C: -1.5848 -0.0805 0.3081
H: -2.6983 0.9389 -1.2279

Values from the calculation:
Multiplicity ... 3
Relative energy (zero: lowest compared OMol25 entry of this formula, charge and spin) ... 45.34 kJ/mol
LUMO level (alpha / beta) ... -0.09 / -1.69 eV
Highest occupied orbital energy (alpha / beta) ... -8.24 / -8.78 eV
Gap between HOMO and LUMO (alpha / beta) ... 8.1485 / 7.0971 eV

---

Record 2
Formula: C20H26BrIrN4O6
Source: OMol25
Level of theory: ωB97M-V with the def2-TZVPD basis set

Geometry (Å):
Ir: 0.3644 0.2335 -0.0388
C: -2.8161 0.9751 -0.6685
O: -1.8151 0.3964 0.2250
C: -2.4518 -0.1124 1.4320
C: -1.4647 0.0243 2.5540
O: -0.2002 -0.5180 2.1522
C: 0.0278 -1.9139 2.3872
C: -0.2974 -2.6837 1.1409
O: 0.3945 -1.9954 0.0664
C: 0.5961 -2.8801 -1.0715
H: -3.3974 1.7054 -0.1097
H: -3.4640 0.1777 -1.0321
H: -2.3103 1.4868 -1.4761
H: -2.7805 -1.1353 1.2492
H: -3.3276 0.5019 1.6393
H: -1.8163 -0.4718 3.4589
H: -1.2794 1.0752 2.7727
H: -0.5467 -2.2609 3.2463
H: 1.0887 -2.0109 2.6185
H: -1.3615 -2.7279 0.9070
H: 0.0910 -3.7004 1.2099
H: 1.1239 -3.7652 -0.7224
H: 1.2056 -2.3676 -1.8056
H: -0.3677 -3.1583 -1.4976
O: 4.7107 -0.3707 -6.1188
N: 3.6129 0.0205 -5.8255
O: 2.7621 0.4426 -6.5788
C: 3.2440 -0.0470 -4.3808
C: 4.2637 -0.1195 -3.5020
C: 4.0117 -0.1428 -2.0914
C: 5.0033 -0.3073 -1.1052
C: 4.6252 -0.3805 0.2149
C: 3.2812 -0.2379 0.5677
N: 2.3417 -0.0373 -0.3510
C: 2.6942 -0.0247 -1.6640
C: 1.6275 0.0117 -2.5963
N: 0.3755 -0.0108 -2.0514
C: -0.6794 -0.1207 -2.8516
C: -0.5323 -0.1918 -4.2325
C: 0.7172 -0.1263 -4.8055
C: 1.8574 -0.0321 -3.9728
H: 5.2782 -0.1702 -3.8781
H: 6.0444 -0.4000 -1.3899
H: 5.3533 -0.5416 0.9977
H: 2.9614 -0.2722 1.5976
H: -1.6535 -0.1685 -2.3916
H: -1.4169 -0.2917 -4.8461
H: 0.8305 -0.1612 -5.8783
Br: 0.1170 2.5522 -0.6960
C: 1.6975 2.6956 3.6148
C: 1.7511 2.4519 2.1390
N: 2.3396 3.3404 1.3702
O: 1.2547 1.3638 1.7138
H: 2.1768 3.6292 3.8996
H: 2.1852 1.8692 4.1316
H: 0.6548 2.7168 3.9313
H: 2.7141 4.1870 1.7732
H: 2.3502 3.2517 0.3655

Values from the calculation:
Multiplicity ... 2
Relative energy (zero: lowest compared OMol25 entry of this formula, charge and spin) ... 67.20 kJ/mol
Total charge ... +3
LUMO level (alpha / beta) ... -10.83 / -12.27 eV
Highest occupied orbital energy (alpha / beta) ... -18.48 / -18.48 eV
Gap between HOMO and LUMO (alpha / beta) ... 7.6537 / 6.2082 eV

---

Record 3
Formula: C18H26N2O2
Source: OMol25
Level of theory: ωB97M-V with the def2-TZVPD basis set

Geometry (Å):
C: 2.1598 4.7891 1.0151
C: 1.0302 4.5697 2.0471
C: -0.1425 3.7853 1.4221
C: 0.2773 2.5304 0.7430
C: -0.1236 2.3593 -0.5838
C: 0.1930 1.2097 -1.2936
C: 1.0016 0.1712 -0.6935
C: 1.3609 0.3577 0.6501
C: 1.0287 1.5285 1.3513
O: 2.0595 -0.5681 1.3278
C: 2.9928 -1.3779 0.5487
C: 2.3726 -1.8111 -0.8175
O: 2.7011 -2.8973 -1.2996
N: 1.3747 -1.0143 -1.3889
C: 0.6148 -1.5162 -2.5575
C: -0.2198 -2.7540 -2.1828
N: -1.1390 -2.4429 -1.0497
C: -0.9531 -3.1868 0.1806
C: -1.5443 -2.4188 1.3778
C: -2.9795 -2.0108 1.0028
C: -3.0323 -1.1767 -0.2837
C: -2.4888 -1.9611 -1.4531
H: 1.7687 5.2640 0.1242
H: 2.9632 5.4307 1.3777
H: 2.5862 3.8378 0.7117
H: 0.6897 5.5200 2.4236
H: 1.3935 3.9933 2.9028
H: -0.8066 3.5044 2.2593
H: -0.6844 4.4328 0.7494
H: -0.7628 3.0446 -1.1119
H: -0.1830 1.0894 -2.3011
H: 1.3301 1.6757 2.3972
H: 3.9089 -0.8206 0.3731
H: 3.2439 -2.3216 1.0723
H: 1.3289 -1.7618 -3.3337
H: -0.0298 -0.7694 -2.9860
H: -0.7806 -3.0295 -3.0821
H: 0.4266 -3.5960 -1.9422
H: -1.4081 -4.1900 0.1100
H: 0.0872 -3.3631 0.4186
H: -1.6147 -3.0276 2.2627
H: -0.9110 -1.5425 1.5697
H: -3.5508 -2.9041 0.9004
H: -3.4817 -1.4250 1.7690
H: -4.0276 -0.8437 -0.5370
H: -2.4321 -0.2767 -0.1416
H: -3.1796 -2.7580 -1.7094
H: -2.4184 -1.3278 -2.3395

Values from the calculation:
Multiplicity ... 1
Relative energy (zero: lowest compared OMol25 entry of this formula, charge and spin) ... 208.76 kJ/mol
LUMO level ... 0.82 eV
SMILES ... CCCc1ccc2c(c1)OCC(=O)N2CCN1CCCCC1
Highest occupied orbital energy ... -7.82 eV
Gap between HOMO and LUMO ... 8.6444 eV

---

Record 4
Formula: C31H32N2O2PPtS2
Source: OMol25
Level of theory: ωB97M-V with the def2-TZVPD basis set

Geometry (Å):
Pt: -1.1757 -0.7858 0.3898
N: -1.4066 -0.4935 2.5105
C: -1.3754 0.8980 2.9810
C: -1.4947 1.1831 4.3300
C: -1.5235 2.5129 4.7255
C: -1.4567 3.5370 3.7858
C: -1.3487 3.2439 2.4363
C: -1.2823 1.9089 2.0316
P: -1.2188 1.4685 0.2944
C: -2.7657 1.9161 -0.4533
C: -3.9371 1.4039 0.1334
C: -5.1723 1.7662 -0.3617
C: -5.2516 2.6423 -1.4408
C: -4.1015 3.1581 -2.0221
C: -2.8545 2.7915 -1.5446
C: 0.1425 2.1527 -0.6089
C: 1.1153 2.9334 0.0199
C: 2.1109 3.5212 -0.7421
C: 2.1512 3.3140 -2.1156
C: 1.2063 2.5072 -2.7390
C: 0.2049 1.9166 -1.9882
H: -2.2201 -0.9653 2.9020
H: -0.5706 -0.9862 2.8299
H: -1.5742 0.3902 5.0637
H: -1.6184 2.7512 5.7761
H: -1.5059 4.5682 4.1068
H: -1.3248 4.0421 1.7050
H: -3.8798 0.7381 0.9864
H: -6.0752 1.3822 0.0925
H: -6.2207 2.9328 -1.8242
H: -4.1768 3.8591 -2.8419
H: -1.9668 3.2128 -1.9920
H: 1.0895 3.0917 1.0892
H: 2.8489 4.1529 -0.2674
H: 2.9272 3.7840 -2.7051
H: 1.2450 2.3504 -3.8083
H: -0.5353 1.2944 -2.4789
C: 7.1222 -2.5059 0.5418
C: 5.6888 -2.1702 0.4692
C: 4.8313 -2.4064 1.5789
C: 3.5055 -2.0696 1.5425
C: 2.6008 -2.3265 2.7099
C: 2.9981 -1.4942 0.3334
C: 3.8310 -1.2596 -0.8103
C: 3.2506 -0.6658 -2.0538
C: 5.1504 -1.6117 -0.7203
C: 1.5369 -1.1475 0.2475
O: 1.0524 -0.2709 1.0252
O: 0.8058 -1.7762 -0.5435
H: 7.4752 -2.6355 1.5617
H: 7.7296 -1.7705 0.0126
H: 7.2748 -3.4582 0.0124
H: 5.2580 -2.8524 2.4687
H: 3.1639 -2.7324 3.5467
H: 1.8304 -3.0549 2.4390
H: 2.1141 -1.4063 3.0346
H: 2.7189 0.2615 -1.8261
H: 2.5335 -1.3525 -2.5058
H: 4.0324 -0.4486 -2.7771
H: 5.8137 -1.4638 -1.5636
S: -2.8838 -2.3506 0.4109
C: -3.1467 -2.8939 -1.2157
N: -3.8254 -3.9795 -1.4726
C: -3.8986 -4.4001 -2.8826
C: -3.4864 -3.1808 -3.7180
S: -2.5709 -2.0657 -2.5892
H: -4.1994 -4.5567 -0.7291
H: -4.9151 -4.7151 -3.1108
H: -3.2267 -5.2471 -3.0280
H: -4.3418 -2.6312 -4.1040
H: -2.8316 -3.4563 -4.5399

Values from the calculation:
Multiplicity ... 1
Relative energy (zero: lowest compared OMol25 entry of this formula, charge and spin) ... 16.16 kJ/mol
Total charge ... +3
LUMO level (alpha / beta) ... -11.74 / -11.74 eV
Highest occupied orbital energy (alpha / beta) ... -15.55 / -15.56 eV
Gap between HOMO and LUMO (alpha / beta) ... 3.8029 / 3.8190 eV

---

Record 5
Formula: C16H56B2F3HgN2O8S
Source: OMol25
Level of theory: ωB97M-V with the def2-TZVPD basis set

Geometry (Å):
Hg: 2.3396 -0.4584 -0.3105
N: 0.2295 1.7857 2.8340
H: -0.5349 1.7863 3.4942
H: 0.3442 2.7568 2.5812
H: -0.0186 1.2718 2.0006
H: 1.0823 1.3503 3.1553
N: 2.0870 3.9909 -0.2318
H: 2.6317 3.1573 -0.4008
H: 1.8958 4.0712 0.7567
H: 1.2002 4.1867 -0.6738
H: 2.7310 4.7547 -0.3806
B: 0.1436 0.2548 0.4831
H: 0.7109 1.1593 0.6388
H: -0.0437 0.1469 -0.5740
H: 0.7452 -0.5399 0.8962
H: -0.8499 0.2728 0.9038
B: 3.3787 1.5606 -1.1225
H: 4.0346 2.3688 -1.4070
H: 2.3460 1.7960 -1.3283
H: 3.6312 0.6611 -1.6623
H: 3.4329 1.4384 -0.0518
C: 4.7817 -0.4493 4.0776
F: 5.0502 0.8507 3.9908
F: 5.7157 -1.2586 3.4467
F: 4.7841 -0.7589 5.4186
S: 3.0467 -0.7302 3.2470
O: 2.1734 0.3216 3.7858
O: 3.2652 -0.5270 1.8249
O: 2.6656 -2.0802 3.5865
C: -2.5569 4.3481 -2.6782
C: -1.6210 3.3159 -2.2271
C: -1.3993 2.1300 -3.2773
O: -0.3832 3.8459 -1.8685
H: -2.6634 5.1638 -1.9631
H: -3.5898 4.0623 -2.8771
H: -2.2187 4.6766 -3.6609
H: -1.9447 2.8332 -1.3051
H: -0.8225 2.3457 -4.1767
H: -2.2883 1.6729 -3.7119
H: -0.8735 1.2817 -2.8391
H: -0.5433 4.5106 -1.1946
C: -3.0038 -2.6693 -1.0751
C: -2.7379 -1.3331 -1.6834
C: -3.3209 -0.1186 -0.9764
O: -1.3088 -1.1684 -1.7263
H: -2.6905 -2.7000 -0.0315
H: -2.5249 -3.5360 -1.5308
H: -4.0892 -2.7447 -1.1406
H: -3.0640 -1.3972 -2.7215
H: -2.7407 0.7613 -1.2545
H: -3.3431 -0.2728 0.1024
H: -4.3528 0.0590 -1.2793
H: -1.0901 -0.6146 -0.9733
C: -3.0118 -0.1149 3.2918
C: -2.7578 0.4950 4.6257
C: -1.9202 -0.3340 5.5727
O: -1.9764 1.6342 4.3875
H: -2.2810 0.1536 2.5289
H: -3.9520 0.1318 2.7986
H: -2.9408 -1.1897 3.4586
H: -3.7034 0.7722 5.0918
H: -2.5503 -1.0871 6.0460
H: -1.6264 0.2529 6.4429
H: -1.0149 -0.6287 5.0421
H: -2.6312 2.2488 4.0483
C: 0.6618 -4.5623 -1.0555
C: 0.4886 -3.4593 -0.0222
C: 0.1629 -4.0202 1.3284
O: 1.6679 -2.6827 0.1175
H: 1.3698 -5.3692 -0.8669
H: 1.0603 -4.0853 -1.9509
H: -0.3271 -4.7730 -1.4628
H: -0.3458 -2.8166 -0.3028
H: -0.8563 -4.4010 1.3935
H: 0.1939 -3.1578 1.9943
H: 0.7781 -4.8657 1.6360
H: 2.2333 -3.2940 0.5953
C: 0.8440 -2.1869 -4.3958
C: 1.7947 -1.1452 -3.7264
C: 1.6607 0.2894 -4.2786
O: 1.4686 -1.1507 -2.3767
H: -0.1581 -2.2232 -3.9686
H: 1.0963 -3.2183 -4.1495
H: 0.8245 -2.1785 -5.4856
H: 2.7773 -1.6167 -3.7400
H: 0.5932 0.5040 -4.3285
H: 1.9879 0.4903 -5.2987
H: 2.0433 1.0259 -3.5720
H: 0.5176 -1.0294 -2.3266

Values from the calculation:
Multiplicity ... 1
Total charge ... +1
LUMO level ... -3.46 eV
Highest occupied orbital energy ... -12.49 eV
Gap between HOMO and LUMO ... 9.0301 eV

---

Record 6
Formula: CH3F3N2
Source: OMol25
Level of theory: ωB97M-V with the def2-TZVPD basis set

Geometry (Å):
N: 0.5953 0.6052 -0.0955
N: 0.2553 -0.5817 0.5231
C: 0.4246 -2.0629 -0.3667
F: 0.2586 -1.8618 -1.6418
F: 1.7284 -2.3559 -0.1165
F: -0.2761 -3.0309 0.2600
H: 1.5985 0.6307 -0.5115
H: -0.1467 0.9115 -0.7719
H: 0.9234 -0.8042 1.3576

Values from the calculation:
Multiplicity ... 1
Relative energy (zero: lowest compared OMol25 entry of this formula, charge and spin) ... 0.00 kJ/mol
LUMO level ... 0.91 eV
SMILES ... NNC(F)(F)F
Highest occupied orbital energy ... -9.19 eV
Gap between HOMO and LUMO ... 10.0983 eV

---

Record 7
Formula: C29H33N4O3S2
Source: OMol25
Level of theory: ωB97M-V with the def2-TZVPD basis set

Geometry (Å):
C: 5.6965 0.7367 -3.0198
C: 4.7251 0.3570 -1.9498
C: 3.7986 1.3028 -1.4883
C: 2.8837 1.0123 -0.5032
C: 2.8818 -0.2691 0.0440
N: 2.0412 -0.7267 1.0130
C: 2.2164 -1.9697 1.2550
N: 1.4174 -2.6812 2.1397
C: 1.9803 -3.8302 2.8283
C: 2.9103 -3.4510 3.9870
C: 2.2857 -2.5107 5.0181
N: 0.9724 -2.9595 5.5344
C: 1.0307 -4.2613 6.2089
C: 0.3912 -1.9455 6.4256
C: 0.1342 -2.2979 2.3944
O: -0.4637 -2.7321 3.3848
C: -0.4612 -1.3391 1.4425
C: -0.9271 -0.1139 1.9109
C: -1.2985 0.8653 1.0075
C: -1.2364 0.5984 -0.3461
S: -1.4086 1.9633 -1.5076
O: -0.3278 2.8586 -1.2116
O: -1.4940 1.4104 -2.8267
N: -2.8288 2.6549 -0.9622
C: -2.9175 4.0854 -1.2024
C: -2.9570 4.3817 -2.6978
C: -3.9537 3.5049 -3.4070
C: -4.3907 3.8464 -4.6820
C: -5.2833 3.0448 -5.3666
C: -5.7525 1.8804 -4.7807
C: -5.3224 1.5301 -3.5156
C: -4.4244 2.3333 -2.8236
C: -3.9908 1.9325 -1.4367
C: -0.8787 -0.6521 -0.8164
C: -0.4891 -1.6289 0.0785
S: 3.5257 -2.7556 0.3597
C: 3.7955 -1.2303 -0.4397
C: 4.7201 -0.9248 -1.4203
H: 5.1623 1.0404 -3.9187
H: 6.3011 1.5824 -2.6960
H: 6.3556 -0.0905 -3.2677
H: 3.8018 2.2880 -1.9283
H: 2.1569 1.7362 -0.1722
H: 1.1439 -4.4462 3.1685
H: 2.5529 -4.4118 2.1008
H: 3.2620 -4.3696 4.4565
H: 3.7865 -2.9419 3.5820
H: 2.1367 -1.5297 4.5596
H: 2.9741 -2.3940 5.8593
H: 0.3179 -3.0175 4.6682
H: 1.3706 -5.0362 5.5275
H: 0.0392 -4.5312 6.5665
H: 1.7105 -4.2135 7.0597
H: 0.3129 -0.9924 5.9074
H: -0.6066 -2.2533 6.7306
H: 1.0114 -1.8181 7.3126
H: -0.9416 0.0846 2.9716
H: -1.6068 1.8450 1.3340
H: -2.0406 4.5408 -0.7404
H: -3.8212 4.4466 -0.7039
H: -3.1905 5.4344 -2.8695
H: -1.9638 4.1826 -3.1142
H: -4.0211 4.7538 -5.1371
H: -5.6127 3.3255 -6.3554
H: -6.4486 1.2474 -5.3096
H: -5.6820 0.6220 -3.0527
H: -3.7409 0.8682 -1.4126
H: -4.8074 2.1063 -0.7239
H: -0.8778 -0.8235 -1.8815
H: -0.1790 -2.6010 -0.2758
H: 5.4135 -1.6724 -1.7731

Values from the calculation:
Multiplicity ... 1
Relative energy (zero: lowest compared OMol25 entry of this formula, charge and spin) ... 6.30 kJ/mol
Total charge ... +1
LUMO level ... -2.60 eV
SMILES ... Cc1ccc2nc(N(CCC[NH+](C)C)C(=O)c3ccc(S(=O)(=O)N4CCc5ccccc5C4)cc3)sc2c1
Highest occupied orbital energy ... -10.49 eV
Gap between HOMO and LUMO ... 7.8883 eV

---

Record 8
Formula: C16H16BN9O7Pb
Source: OMol25
Level of theory: ωB97M-V with the def2-TZVPD basis set

Geometry (Å):
C: 2.7102 0.0254 -1.3400
N: 1.5124 0.6672 -1.3133
N: 1.6823 1.8995 -1.9026
C: 2.9756 2.0018 -2.2806
C: 3.6824 0.8082 -1.9407
B: 0.4130 2.8483 -1.9950
N: -0.9376 2.2493 -2.6418
N: -1.4336 1.0273 -2.2592
C: -2.5508 0.7597 -2.9842
C: -2.7754 1.8173 -3.8873
C: -1.7360 2.7449 -3.6281
Pb: -0.2979 -0.4674 -0.8360
N: 0.0200 3.3627 -0.5611
N: -0.4672 2.5408 0.4447
C: -0.6101 3.3334 1.5368
C: -0.2705 4.6852 1.2240
C: 0.1063 4.6446 -0.1240
H: -0.9186 3.0030 2.5089
H: 0.4286 5.4355 -0.7785
H: -0.2765 5.5313 1.8747
H: 0.7218 3.7829 -2.6787
H: -1.5105 3.6850 -4.0965
H: 3.3189 2.9130 -2.7789
H: -3.5689 1.8693 -4.6113
H: 4.7207 0.4945 -2.0757
H: -3.1300 -0.1416 -2.8456
H: 2.7810 -0.9869 -0.9315
H: -1.8990 0.4094 0.6202
C: -2.4867 -0.5597 0.4968
H: -3.4063 -0.2641 -0.0557
H: -2.1365 -1.4807 -0.0590
H: -2.5631 -0.9077 1.5621
O: -0.2608 -5.7157 4.5485
N: 0.0554 -5.6837 3.3446
O: 0.1796 -6.7025 2.6373
C: 0.2790 -4.3888 2.7416
C: 0.1187 -3.2411 3.5360
C: 0.3134 -2.0184 2.9160
C: 0.7452 -1.9377 1.5549
O: 1.1185 -0.8007 1.0553
C: 0.7379 -3.1526 0.7669
C: 0.6164 -4.3885 1.3782
N: 1.0022 -3.2276 -0.6690
O: 1.4869 -4.2498 -1.1534
O: 0.6967 -2.2596 -1.4965
N: 0.1328 -0.7865 3.7067
O: -0.1678 -0.9408 4.9083
O: 0.2618 0.3466 3.1942
H: -0.1418 -3.2905 4.5944
H: 0.7281 -5.2933 0.7735

Values from the calculation:
Multiplicity ... 1
Relative energy (zero: lowest compared OMol25 entry of this formula, charge and spin) ... 282.40 kJ/mol
Total charge ... +2
LUMO level (alpha / beta) ... -11.35 / -11.39 eV
Highest occupied orbital energy (alpha / beta) ... -14.44 / -14.44 eV
Gap between HOMO and LUMO (alpha / beta) ... 3.0911 / 3.0527 eV